Record 1
Here is a molecular structure, C21H61N4O9 from the OMol25 dataset. Energies are from ωB97M-V/def2-TZVPD.

Its charge is +1. The calculation puts the HOMO-LUMO gap at 0.285 hartree. The value obtained for the energy above the lowest of the compared OMol25 structures with the same formula, charge and spin is 373.59 kcal per mole. As for the spin multiplicity: 1. The LUMO energy comes out at -2.188 eV.

Last column: Mulliken charge in e.
Geometry (Å):
N -1.13 -1.04 -0.09  0.20
H -0.17 -1.29 0.48  -0.64
H -1.79 -0.49 0.48  0.71
H -1.46 -1.96 -0.45  0.40
H -1.07 -0.41 -1.01  0.23
C -2.91 -3.17 -3.18  -0.46
O -3.44 -2.54 -2.00  -0.46
H -3.73 -3.52 -3.81  0.48
H -2.04 -3.88 -2.89  0.08
H -2.60 -2.35 -3.82  0.14
H -4.43 -2.64 -2.02  0.30
C 0.10 -4.19 0.68  -1.30
O -1.04 -3.63 0.02  -0.47
H 0.12 -5.18 0.75  0.73
H 0.14 -3.80 1.73  0.33
H 0.98 -3.87 0.12  1.27
H -1.96 -4.15 0.23  0.25
C -1.25 -0.49 2.03  -0.49
O -2.01 0.33 1.21  -0.37
H -0.27 -0.26 2.00  -0.48
H -1.48 -1.55 2.03  0.40
H -1.53 -0.23 3.12  0.53
H -2.75 0.75 1.81  0.44
C 4.34 -3.54 -1.10  -1.37
O 3.46 -3.05 -0.14  -0.34
C 3.85 -1.82 0.43  -1.10
C 3.04 -1.64 1.80  0.03
N 3.30 -0.28 2.35  -0.36
C 2.60 -0.18 3.57  -0.35
C 2.45 1.33 4.00  -0.96
O 1.86 1.93 2.82  -0.31
C 1.36 3.26 3.02  -0.96
H 5.10 -3.82 -0.45  0.62
H 4.46 -2.85 -1.89  0.44
H 3.90 -4.48 -1.56  0.34
H 3.73 -0.92 -0.14  0.47
H 4.79 -1.69 0.88  0.75
H 3.23 -2.26 2.80  0.43
H 2.02 -1.94 1.39  0.06
H 2.70 0.44 1.71  -0.06
H 3.19 -0.71 4.35  0.43
H 1.50 -0.82 3.60  0.06
H 3.34 1.96 4.14  0.45
H 1.83 1.31 4.82  0.44
H 1.01 3.70 2.15  0.34
H 1.97 3.85 3.55  0.48
H 0.37 3.06 3.66  0.28
C 0.01 -6.20 -2.20  -0.80
O 0.84 -5.09 -2.46  -0.50
C 0.78 -4.11 -1.47  0.12
C 1.74 -3.02 -1.90  -0.59
N 1.71 -1.89 -0.95  0.81
C 2.02 -0.71 -1.70  -2.81
C 2.33 0.57 -0.79  -0.80
O 1.10 0.91 -0.10  0.00
C 1.32 2.09 0.73  -1.39
H -0.92 -5.99 -2.10  0.26
H 0.58 -6.66 -1.21  0.13
H -0.01 -6.93 -2.83  0.54
H 1.04 -4.41 -0.43  -0.10
H -0.30 -3.92 -1.32  0.05
H 1.44 -2.52 -2.85  0.49
H 2.95 -3.30 -1.90  -0.27
H 2.76 -2.29 -0.41  -0.34
H 1.19 -0.35 -2.19  0.98
H 2.82 -0.55 -2.09  0.87
H 2.64 1.20 -1.58  0.49
H 3.12 0.16 -0.11  0.65
H 1.48 2.92 0.10  0.17
H 2.25 2.09 1.33  1.26
H 0.49 2.27 1.46  0.14
C -3.74 0.81 -3.58  -0.95
O -2.88 1.30 -2.49  -0.06
C -3.20 2.60 -2.00  -0.91
C -2.24 3.14 -0.99  0.17
N -2.44 4.50 -0.53  -0.43
C -1.40 5.07 0.33  -0.87
C -1.80 6.58 0.78  -0.68
O -3.06 6.43 1.41  -0.33
C -3.63 7.84 1.52  -0.79
H -3.90 1.72 -4.15  0.41
H -4.74 0.61 -3.06  0.32
H -3.32 0.18 -4.36  0.25
H -4.39 2.40 -2.00  0.29
H -3.15 3.27 -2.84  0.31
H -1.41 3.18 -1.66  0.20
H -2.31 2.59 -0.03  0.01
H -3.34 4.66 0.07  0.25
H -0.61 4.98 -0.28  0.72
H -1.47 4.46 1.23  0.37
H -1.69 7.05 -0.12  0.48
H -1.09 6.57 1.65  0.32
H -2.86 8.56 1.65  0.36
H -4.24 7.75 2.46  0.22
H -4.15 8.15 0.71  0.34

Record 2
Here is a molecular structure, C21H62F6N18O16SY from the OMol25 dataset. Energies are from ωB97M-V/def2-TZVPD.

The calculation puts the HOMO-LUMO gap (spin up / spin down) at 0.193 / 0.249 hartree. As for the spin multiplicity: 2. The LUMO energy (spin up / spin down) comes out at -1.085 / -1.126 eV.

Last column: Mulliken charge in e.
Geometry (Å):
Y 1.32 -3.26 3.47  0.57
C 4.78 -5.57 0.81  0.63
F 4.77 -6.49 1.81  -0.21
F 5.67 -4.59 1.05  -0.23
F 5.09 -6.17 -0.34  -0.20
S 3.04 -4.76 0.72  0.62
O 2.66 -4.32 2.07  -0.27
O 3.31 -3.64 -0.19  -0.59
O 2.19 -5.86 0.17  -0.64
C 0.46 -1.48 0.45  -0.01
O 0.80 -0.50 1.42  0.80
O 0.56 -2.65 1.20  -1.04
C -0.83 -1.06 -0.25  0.65
F -1.96 -1.06 0.49  -0.36
F -0.86 0.16 -0.80  0.19
F -1.13 -1.91 -1.21  -0.09
C 1.09 0.86 0.98  1.32
C 1.65 1.51 2.29  -0.88
H 0.82 1.75 2.94  0.17
H 2.54 1.09 2.75  0.08
H 1.93 2.54 2.05  0.18
H 0.16 1.41 0.86  0.01
H 1.89 1.07 0.27  -0.68
H 1.35 -1.36 -0.17  -0.04
C -4.35 0.50 -0.52  -0.61
C -5.49 0.33 0.43  0.34
C -4.98 -0.16 1.79  -0.39
O -5.99 -0.20 2.81  -0.41
C -5.50 -0.64 4.01  -0.73
N -6.39 1.49 0.49  -0.76
H -3.84 -0.41 -0.84  -0.09
H -3.52 1.08 -0.11  -0.11
H -4.60 1.00 -1.46  0.47
H -6.10 -0.45 -0.04  0.27
H -4.17 0.51 2.11  0.07
H -4.50 -1.13 1.68  0.46
H -4.65 -0.06 4.38  0.24
H -5.27 -1.70 3.93  0.31
H -6.27 -0.77 4.77  0.32
H -5.74 2.16 0.88  0.29
H -7.07 1.24 1.20  0.36
C -2.78 -3.49 -3.41  -1.32
C -3.95 -3.07 -4.32  0.59
C -4.74 -1.79 -3.79  -0.74
O -5.97 -1.41 -4.46  -0.42
C -5.76 -0.34 -5.36  -0.72
N -3.31 -2.88 -5.59  -0.76
H -1.85 -2.91 -3.38  0.26
H -2.56 -4.48 -3.79  0.47
H -3.00 -3.57 -2.34  0.28
H -4.64 -3.89 -4.53  0.29
H -4.11 -0.97 -3.44  0.32
H -5.03 -2.06 -2.78  0.31
H -5.12 0.44 -4.97  0.28
H -6.77 0.00 -5.62  0.28
H -5.61 -0.77 -6.35  0.30
H -2.55 -2.23 -5.47  0.29
H -2.89 -3.79 -5.75  0.29
O -0.44 -1.38 3.68  -0.52
H -0.68 -1.13 2.79  0.24
H -0.82 -0.69 4.23  0.25
C 3.76 0.56 -2.52  0.53
O 2.83 0.74 -3.27  -0.79
N 4.68 -0.30 -2.64  -0.24
N 3.99 1.29 -1.44  -0.35
H 5.23 -0.21 -1.80  0.07
H 5.04 -0.60 -3.54  0.28
H 4.81 1.10 -0.88  0.17
H 3.23 1.94 -1.32  -0.03
C 0.22 3.34 -1.37  0.48
O -0.92 3.15 -0.93  -0.82
N 1.08 4.13 -0.88  -0.18
N 0.64 2.77 -2.43  -0.27
H 1.98 4.37 -1.27  0.15
H 0.74 4.72 -0.13  0.17
H 1.49 2.94 -2.95  0.13
H -0.01 2.21 -2.95  0.27
C 3.03 5.42 1.97  0.62
O 3.05 6.04 0.93  -0.66
N 4.12 4.83 2.45  -0.44
N 2.05 5.39 2.80  -0.18
H 4.82 4.93 1.74  0.24
H 4.33 4.92 3.44  0.20
H 1.08 5.44 2.53  0.27
H 2.29 4.93 3.66  0.08
C 3.38 -4.28 -3.48  0.51
O 3.85 -4.11 -4.60  -0.74
N 2.59 -3.48 -2.86  -0.02
N 3.66 -5.43 -2.83  -0.27
H 2.55 -3.48 -1.85  0.29
H 2.29 -2.66 -3.36  0.09
H 3.30 -5.59 -1.89  0.17
H 4.22 -6.20 -3.17  0.20
C -1.63 3.97 2.88  0.71
O -0.58 4.59 2.83  -0.81
N -2.39 4.07 3.94  -0.26
N -2.14 3.29 1.86  -0.07
H -2.01 4.61 4.71  0.24
H -3.35 3.78 3.95  0.16
H -3.07 2.89 1.92  -0.02
H -1.59 3.26 1.01  0.01
C 4.12 -1.36 2.46  0.50
O 3.02 -1.87 2.74  -0.22
N 4.39 -1.22 1.19  -0.04
N 5.13 -0.94 3.16  -0.42
H 3.74 -1.62 0.53  -0.23
H 5.26 -0.85 0.83  0.17
H 5.78 -0.28 2.74  0.15
H 5.01 -1.34 4.08  0.29
C 0.31 -0.82 -4.92  0.37
O -0.35 -1.70 -5.41  -0.72
N 0.37 -0.27 -3.69  0.09
N 0.94 0.04 -5.72  -0.40
H 1.08 0.40 -3.43  0.51
H -0.13 -0.80 -2.99  -0.24
H 0.91 -0.21 -6.70  0.24
H 1.52 0.75 -5.30  0.13
C 0.19 3.02 6.12  0.64
O -1.00 2.77 6.31  -0.67
N 0.79 3.54 5.08  -0.05
N 1.12 2.80 6.99  -0.41
H 0.27 3.58 4.22  -0.26
H 1.80 3.55 5.08  0.25
H 2.03 3.19 6.79  0.17
H 0.77 2.30 7.80  0.26

For the records above, the corresponding total energy values read -1731.51720; -4062.61786 a.u..